*a*
21
Properties=species:S:1:pos:R:3:nbo_charge:R:1 method="wB97M-V/def2-TZVPD" smiles="N[C@H](CO)C/C=C/[NH3+]" e_homo_ev=-12.302 multiplicity=1 charge=+1 orbital_gap_ev=8.44
N 0.98561 2.12235 -1.70699 -0.8091
C 0.46452 0.80935 -1.44405 -0.0469
C -1.13949 0.81382 -1.24507 -0.0612
O -1.44991 -0.53229 -1.28370 -0.7569
C 1.19551 -0.08817 -0.40506 -0.4938
C 0.36984 -0.90810 0.44666 -0.0741
C 0.06361 -0.60807 1.70861 -0.1607
N -0.56503 -1.59874 2.59696 -0.7278
H 1.97858 2.08409 -1.72748 0.3682
H 0.62513 2.74654 -1.02248 0.3565
H 0.62285 0.23409 -2.35549 0.1942
H -1.37719 1.24665 -0.17884 0.1386
H -1.69717 1.49931 -1.96076 0.2153
H -2.20309 -0.87814 -1.68452 0.5030
H 1.77187 0.65394 0.12040 0.2294
H 2.11653 -0.72736 -0.90682 0.2499
H 0.08285 -1.94533 0.03701 0.2395
H 0.29463 0.42008 2.20669 0.2404
H -0.11373 -2.57988 2.53221 0.4758
H -0.39818 -1.26225 3.65261 0.4599
H -1.62775 -1.50189 2.62011 0.4598



*b*
21
Properties=species:S:1:pos:R:3:nbo_charge:R:1 method="wB97M-V/def2-TZVPD" e_homo_ev=-12.441 multiplicity=1 charge=+1 orbital_gap_ev=9.16
N -0.13694 3.30068 -0.17820 -0.8085
C 0.55217 2.19053 0.20363 0.0574
C 0.05289 0.93922 0.39387 -0.0187
N -1.33668 0.50229 0.29741 -0.7203
C 0.87669 -0.23547 0.84983 -0.4401
C 0.95737 -1.27305 -0.34797 -0.4414
C 0.03687 -2.49309 -0.23029 -0.0727
O -1.17196 -2.05084 -0.85068 -0.7688
H -0.99929 3.09042 -0.66034 0.3916
H 0.27825 4.18814 0.01183 0.4292
H 1.66096 2.16408 0.25308 0.2332
H -1.99887 1.11261 -0.15164 0.4235
H -1.40466 -0.34681 -0.33216 0.4773
H -1.75220 0.28718 1.26635 0.4433
H 0.59932 -0.72454 1.80246 0.2250
H 1.91534 0.11689 0.99019 0.2431
H 0.88906 -0.81688 -1.32934 0.2190
H 2.00678 -1.67869 -0.24811 0.2310
H -0.27830 -2.74211 0.78232 0.1927
H 0.47665 -3.36420 -0.70407 0.2035
H -1.22345 -2.16634 -1.81818 0.5006



*c*
21
Properties=species:S:1:pos:R:3:nbo_charge:R:1 method="wB97M-V/def2-TZVPD" smiles="CN(CC=O)CC[NH3+]" e_homo_ev=-12.708 multiplicity=1 charge=+1 orbital_gap_ev=9.26
C -0.78692 -1.59387 -1.30767 -0.4037
N -0.25469 -0.50000 -0.56016 -0.4646
C -0.08512 0.81532 -1.19051 -0.3112
C -1.41114 1.56971 -1.30961 0.4189
O -1.51624 2.17623 -0.25656 -0.5412
C 0.81050 -0.93414 0.35188 -0.2863
C 1.03792 -0.35775 1.70818 -0.2168
N 0.36619 1.08014 1.75266 -0.7131
H -1.46558 -1.27093 -2.06406 0.2182
H -1.28544 -2.27045 -0.53015 0.2130
H -0.03165 -2.17863 -1.80924 0.1899
H 0.39543 0.85001 -2.17437 0.2047
H 0.62936 1.50029 -0.58068 0.2026
H -2.29474 1.44187 -2.02395 0.1857
H 1.73410 -1.06858 -0.20839 0.2071
H 0.63628 -2.04413 0.44047 0.2473
H 2.11362 -0.08125 1.90509 0.2337
H 0.64126 -1.01188 2.50655 0.2454
H -0.35552 0.96950 1.02796 0.4845
H 1.16676 1.77521 1.70042 0.4557
H -0.04439 1.13335 2.62215 0.4298



Verdict on stability: *a* comes out at the bottom.



*a*
21
Properties=species:S:1:pos:R:3:nbo_charge:R:1 method="wB97M-V/def2-TZVPD" smiles="C[C@H](C(N)=O)[NH+](C)C" e_homo_ev=-14.305 multiplicity=1 charge=+1 orbital_gap_ev=11.24
C 1.16645 -1.66322 -0.13133 -0.6213
C 0.33792 -0.41868 0.43468 -0.1200
C -1.25232 -0.67824 0.67231 0.6859
N -1.45607 -1.74274 1.52332 -0.8182
O -2.10217 0.10611 0.28955 -0.5869
N 0.56562 0.76386 -0.45388 -0.3661
C -0.22669 0.94292 -1.64335 -0.4766
C 0.42773 2.05357 0.36526 -0.4533
H 0.56050 -2.12160 -0.81828 0.2268
H 1.29167 -2.37128 0.68897 0.2422
H 2.09363 -1.40763 -0.68302 0.2296
H 0.68796 -0.16071 1.35583 0.2211
H -0.80031 -2.28363 2.03335 0.4203
H -2.44438 -1.88765 1.60962 0.4242
H 1.58324 0.71141 -0.67415 0.4453
H 0.21873 1.73443 -2.40292 0.2491
H -0.29122 0.00448 -2.25092 0.2438
H -1.28871 1.25867 -1.58724 0.2887
H -0.70514 2.10483 0.79474 0.2716
H 1.14761 2.18082 1.25376 0.2533
H 0.48594 2.87429 -0.37629 0.2404



*b*
21
Properties=species:S:1:pos:R:3:nbo_charge:R:1 method="wB97M-V/def2-TZVPD" e_homo_ev=-13.053 multiplicity=1 charge=+1 orbital_gap_ev=7.04
C -2.57992 -0.64895 -0.18227 -0.1367
C -1.52797 0.02346 -0.69152 -0.3491
C 0.81361 0.57659 -1.14577 -0.3493
C 0.30233 -1.54226 0.18390 -0.1857
C -0.13642 -0.25156 -0.44037 0.4759
N 0.00821 1.67945 1.29569 -1.0448
N 2.13480 0.62591 -0.67072 -0.8183
O 1.59809 -1.55722 0.71018 -0.7103
H -3.60811 -0.56548 -0.48993 0.2404
H -2.39173 -1.46535 0.47040 0.1941
H -1.67935 0.81687 -1.35136 0.2341
H 0.82439 0.29759 -2.20192 0.2917
H 0.27377 1.61714 -1.15786 0.2293
H 0.17296 -2.36729 -0.43058 0.2581
H -0.38720 -1.83744 0.88945 0.2115
H 0.66587 2.46494 1.43274 0.4076
H -0.89719 2.01141 0.96116 0.3707
H 2.20343 -0.06599 0.18318 0.4021
H 2.81377 0.25344 -1.31082 0.3809
H -0.33156 1.39834 2.25027 0.3811
H 1.72821 -1.46360 1.69612 0.5168



Verdict on stability: *b* comes out at the bottom.



*a*
18
Properties=species:S:1:pos:R:3:nbo_charge:R:1 method="wB97M-V/def2-TZVPD" smiles="CC1(C)O[C@@H]1OC(N)=O" e_homo_ev=-9.591 multiplicity=1 orbital_gap_ev=10.16
C 1.03188 1.28029 -0.95715 -0.6438
C 0.52187 0.70581 0.33078 0.1932
C -0.52093 1.49325 1.05728 -0.6384
O 1.63669 0.24403 1.12920 -0.4879
C 0.73205 -0.79025 0.81797 0.3290
O 0.96425 -1.71285 -0.18673 -0.5363
C -0.31293 -1.62611 -1.01077 0.9012
N -1.45321 -1.88160 -0.31216 -0.8509
O -0.24735 -1.56212 -2.21406 -0.5608
H 1.51721 2.24200 -0.75827 0.2220
H 1.76470 0.62299 -1.43206 0.2432
H 0.21549 1.45681 -1.66117 0.2184
H -1.34149 1.73700 0.37484 0.2213
H -0.94211 0.93647 1.89947 0.2107
H -0.10779 2.42868 1.44331 0.2189
H 0.11228 -1.09685 1.66099 0.1451
H -1.39676 -2.12698 0.66330 0.3984
H -2.17385 -2.35054 -0.84477 0.4168



*b*
18
Properties=species:S:1:pos:R:3:nbo_charge:R:1 method="wB97M-V/def2-TZVPD" smiles="CC(=O)C[C@H](N)C(=O)O" e_homo_ev=-9.471 multiplicity=1 orbital_gap_ev=10.04
C -0.45873 0.82878 1.84960 -0.7380
C 0.09105 1.16416 0.50113 0.6192
O 1.35816 1.32567 0.41217 -0.5735
C -0.71650 0.96130 -0.71870 -0.5276
C -0.23686 -0.48763 -0.95786 -0.1106
N -1.17162 -1.51106 -0.53254 -0.8278
C 1.30568 -0.73404 -0.30684 0.8015
O 1.46467 -1.70783 0.41964 -0.5912
O 2.30807 -0.25586 -1.08373 -0.7215
H 0.00527 1.49980 2.57753 0.2577
H -1.54334 0.93339 1.88288 0.2135
H -0.13306 -0.18485 2.10655 0.2695
H -0.36905 1.60760 -1.52704 0.2485
H -1.78846 1.06225 -0.53844 0.2333
H -0.02235 -0.59310 -2.02318 0.1963
H -1.65545 -1.30565 0.33669 0.3593
H -0.66494 -2.37993 -0.34347 0.3875
H 2.22746 -0.22299 -2.05439 0.5040



*c*
18
Properties=species:S:1:pos:R:3:nbo_charge:R:1 method="wB97M-V/def2-TZVPD" smiles="C[N@H+]1CCC(=O)[C@]1([O-])O" e_homo_ev=-8.602 multiplicity=1 orbital_gap_ev=9.03
C -0.53210 0.55403 2.51312 -0.4176
N -1.60659 0.27248 1.56146 -0.4513
C -2.08973 1.44331 0.81058 -0.2197
C -2.84542 0.88697 -0.39164 -0.5384
C -2.22051 -0.45419 -0.67962 0.5288
O -2.50297 -1.19349 -1.59139 -0.4851
C -1.23710 -0.85284 0.44565 0.5945
O -0.02319 -0.85106 0.11022 -0.7593
O -1.75993 -2.04354 1.23188 -0.8083
H -0.31087 -0.35803 3.07835 0.2286
H 0.35871 0.86145 1.95552 0.2423
H -0.84520 1.34888 3.20063 0.2044
H -2.38242 -0.36652 2.07401 0.4598
H -2.70259 2.07933 1.45957 0.2118
H -1.21165 2.01526 0.48642 0.2232
H -3.90857 0.71815 -0.16208 0.2442
H -2.79963 1.53873 -1.27244 0.2547
H -0.96980 -2.55893 1.43257 0.4875



Verdict on stability: *b* comes out at the bottom.



*a*
18
Properties=species:S:1:pos:R:3:nbo_charge:R:1 method="wB97M-V/def2-TZVPD" smiles="CC(C)(CC(=O)O)N=O" e_homo_ev=-9.261 multiplicity=1 orbital_gap_ev=8.90
C -0.31836 -0.27618 1.62832 -0.6276
C 0.44286 -0.46024 0.31063 0.0119
C -0.18134 -1.55475 -0.56097 -0.6287
C 0.73631 0.86930 -0.41283 -0.5154
C -0.57285 1.68485 -0.69184 0.7962
O -0.62784 2.90188 -0.68369 -0.6000
O -1.64868 0.97641 -1.06278 -0.6914
N 1.87466 -0.85439 0.66225 0.1650
O 2.65244 -0.99639 -0.28867 -0.2802
H -1.37108 -0.03663 1.44879 0.2262
H 0.10482 0.54121 2.22332 0.2213
H -0.26551 -1.18489 2.24002 0.2291
H 0.00310 -2.54690 -0.13170 0.2208
H -1.26319 -1.42939 -0.66072 0.2379
H 0.24028 -1.55296 -1.57198 0.2245
H 1.33886 1.53654 0.21628 0.2485
H 1.18822 0.73113 -1.40120 0.2581
H -2.33267 1.65142 -1.26324 0.5039



*b*
18
Properties=species:S:1:pos:R:3:nbo_charge:R:1 method="wB97M-V/def2-TZVPD" e_homo_ev=-9.281 multiplicity=1 orbital_gap_ev=10.15
C 1.99294 -0.22426 0.97510 -0.2571
C -0.41795 -0.72603 1.42115 0.0577
C -1.65149 -0.30088 1.34751 -0.5042
O 0.64464 0.25104 0.94261 -0.4976
H 0.06189 -1.67404 1.61933 0.1908
H 2.63499 0.63183 0.77142 0.2018
H 2.21175 -0.59516 1.97854 0.1907
H 2.13363 -0.99840 0.21941 0.2173
H -2.45450 -0.99332 1.54933 0.2180
H -1.62538 0.87428 0.73064 0.3395
C -0.02023 0.00556 -1.54546 0.5904
N -1.21141 -0.01830 -2.17103 -0.7986
C 0.10692 1.17234 -0.54055 0.3912
O 0.89906 -0.75905 -1.78027 -0.6238
O -0.96054 1.78188 -0.18551 -0.7053
H -1.46248 -0.81055 -2.74034 0.4061
H -1.91855 0.64765 -1.90318 0.4195
H 1.03672 1.73542 -0.68869 0.1637



Verdict on stability: *b* comes out at the bottom.



*a*
18
Properties=species:S:1:pos:R:3:nbo_charge:R:1 method="wB97M-V/def2-TZVPD" smiles="C/C1=N/OCOCCO1" e_homo_ev=-9.144 multiplicity=1 orbital_gap_ev=10.11
C -0.38279 0.86178 2.60901 -0.6613
C -0.20642 0.60653 1.07322 0.5302
N -1.37491 0.48373 0.47458 -0.2079
O -1.31613 0.63143 -0.82425 -0.3989
C -1.45905 -0.51809 -1.56835 0.2172
O -0.31695 -1.29304 -1.26783 -0.5327
C 0.86814 -0.73282 -1.52406 -0.0811
C 1.70337 -0.30004 -0.24643 -0.0801
O 0.97762 0.79118 0.44491 -0.5482
H -1.41560 0.87696 2.83219 0.2376
H 0.06582 -0.00323 3.26831 0.2130
H 0.06198 1.79755 2.87288 0.2250
H -1.67791 -0.10500 -2.57223 0.1706
H -2.21067 -1.18930 -1.27432 0.1710
H 0.72754 0.26555 -2.07672 0.1720
H 1.51480 -1.27079 -2.09703 0.1727
H 2.58946 0.24627 -0.64702 0.2072
H 1.85170 -1.14866 0.52314 0.1937



*b*
18
Properties=species:S:1:pos:R:3:nbo_charge:R:1 method="wB97M-V/def2-TZVPD" smiles="C[C@]1(O)C[NH2+][C@H]1C(=O)[O-]" e_homo_ev=-8.581 multiplicity=1 orbital_gap_ev=8.52
C -1.56090 1.19696 0.61405 -0.6236
C -0.58963 0.38216 -0.20882 0.2463
O -0.44650 1.01214 -1.45004 -0.6792
C -0.85073 -1.14763 -0.25532 -0.2331
N 0.56624 -1.41594 0.14551 -0.5719
C 0.75555 0.02802 0.51301 -0.1704
C 2.04243 0.53846 -0.15359 0.7249
O 2.37499 1.70587 0.08863 -0.6805
O 2.74072 -0.39237 -0.63944 -0.7753
H -1.16104 2.20981 0.75917 0.2489
H -2.52398 1.26877 0.09129 0.2238
H -1.71873 0.73927 1.59849 0.2064
H -0.00957 0.43552 -2.08574 0.4746
H -1.56739 -1.52631 0.47879 0.2283
H -1.07237 -1.54786 -1.24998 0.2214
H 1.12049 -1.68603 -0.68357 0.4619
H 1.14082 -2.00332 0.84449 0.4615
H 0.75960 0.20248 1.59307 0.2361



*c*
18
Properties=species:S:1:pos:R:3:nbo_charge:R:1 method="wB97M-V/def2-TZVPD" smiles="C[C@@H](CC(=O)O)C(N)=O" e_homo_ev=-9.922 multiplicity=1 orbital_gap_ev=10.56
C -1.84118 -0.01395 0.64332 -0.6047
C -0.54068 -0.70404 0.21206 -0.3127
C -0.12973 -0.28140 -1.20084 -0.5085
C 0.65922 0.99493 -1.23955 0.7889
O 1.86071 1.07305 -1.42358 -0.6045
O -0.09405 2.08774 -1.03871 -0.6727
C 0.56006 -0.48815 1.25130 0.6705
N 1.78136 -1.01769 0.95230 -0.8228
O 0.38863 0.06394 2.33258 -0.6056
H -2.39931 -0.66624 1.32496 0.2180
H -2.49527 0.19712 -0.20893 0.2047
H -1.66202 0.92897 1.17042 0.2385
H -0.74445 -1.78301 0.18730 0.2354
H 0.50645 -1.05928 -1.64306 0.2281
H -0.98923 -0.19503 -1.87544 0.2449
H 0.54060 2.83516 -1.05299 0.5003
H 2.51911 -0.79154 1.60933 0.4041
H 2.07978 -1.18058 -0.00047 0.3979



Verdict on stability: *a* comes out at the bottom.